No. 1
Here is 2 unconnected molecules or ions with the total composition C18H39ClNO7S from the OMol25 dataset. Energies are from ωB97M-V/def2-TZVPD.

Last column: Löwdin charge in e.
Atoms and positions in Å:
C -0.432 6.137 0.934  -0.0804
O -0.577 5.190 -0.106  -0.1776
C 0.411 4.196 -0.061  -0.1628
C 0.029 2.979 -0.922  -0.3195
C 1.278 2.378 -1.602  -0.0765
C 2.576 1.929 -0.859  -0.3559
C 2.799 2.414 0.585  -0.0693
C 2.818 0.409 -0.956  -0.0853
O -0.780 3.526 -2.002  -0.1247
S -1.696 2.417 -2.662  0.6101
O -2.979 2.985 -2.883  -0.2061
O -1.016 1.752 -3.720  -0.2123
O -1.724 1.449 -1.409  -0.1566
C -0.973 1.939 -0.266  -0.3225
C -0.231 0.726 0.286  -0.0633
C -1.073 -0.412 0.854  -0.4259
C -0.232 -1.351 1.703  -0.0454
O -1.634 -1.130 -0.246  -0.0362
C -1.919 2.598 0.771  -0.1200
C -3.407 2.694 0.433  -0.6602
C -4.116 3.699 1.342  -0.0961
Cl -4.197 1.077 0.550  0.6625
H -0.681 5.699 1.910  0.0922
H -1.120 6.951 0.718  0.0977
H 0.588 6.534 0.976  0.0955
H 1.365 4.591 -0.433  0.1447
H 0.575 3.875 0.977  0.1238
H 0.930 1.556 -2.227  0.1042
H 1.557 3.164 -2.306  0.1377
H 3.376 2.398 -1.433  0.1273
H 3.474 1.730 1.103  0.0805
H 1.887 2.468 1.177  0.0476
H 3.263 3.400 0.619  0.0842
H 2.536 -0.106 -0.033  0.0599
H 2.253 -0.044 -1.773  0.0767
H 3.876 0.207 -1.129  0.0789
H 0.464 1.070 1.054  0.1240
H 0.343 0.296 -0.536  0.1160
H -1.898 -0.013 1.452  0.1006
H -0.875 -2.029 2.272  0.0819
H 0.405 -0.824 2.414  0.0841
H 0.406 -1.942 1.035  0.0682
H -1.853 -2.023 0.049  0.0816
H -1.817 2.096 1.736  0.1269
H -1.604 3.626 0.925  0.0956
H -3.523 2.981 -0.607  0.0750
H -3.446 4.079 2.115  0.0758
H -4.475 4.546 0.758  0.0858
H -4.971 3.247 1.838  0.0606
C 1.745 -5.134 -1.354  -0.0206
C 1.923 -6.167 -0.257  -0.2935
C 0.698 -7.028 0.054  -0.1796
O -0.289 -6.253 0.693  -0.1934
C -1.333 -5.734 -0.138  -0.0495
N 2.208 -5.440 1.046  0.2234
H 1.066 -4.334 -1.055  0.0816
H 2.699 -4.687 -1.636  0.0953
H 1.328 -5.611 -2.239  0.1060
H 2.788 -6.799 -0.459  0.1577
H 0.979 -7.825 0.747  0.1392
H 0.331 -7.494 -0.863  0.1405
H -1.528 -6.400 -0.979  0.1009
H -1.078 -4.743 -0.517  0.0766
H -2.229 -5.663 0.474  0.1009
H 2.877 -4.678 0.930  0.1737
H 2.555 -6.074 1.768  0.1780
H 1.302 -5.073 1.370  0.1600

**HOMO energy**: -11.93 eV
**Molecular weight**: 449.0 g mol⁻¹
**Largest force on an atom**: 0.35 eV/Å
**Net charge**: +1


No. 2
Here is 4 unconnected molecules or ions with the total composition C18H39F3N3O7 at a distorted geometry from the OMol25 dataset. Energies are from ωB97M-V/def2-TZVPD.

Last column: Löwdin charge in e.
Atoms and positions in Å:
F -3.467 -1.647 0.280  0.0518
C -2.933 -0.867 1.354  -0.3604
F -3.246 -1.605 2.540  0.0494
F -3.586 0.375 1.285  0.0929
C -1.339 -0.802 1.265  -0.0674
O -0.796 0.508 1.024  -0.1384
C -0.806 1.328 2.206  -0.1763
C 0.430 1.052 3.211  -0.0608
N -0.036 1.523 4.578  -0.0656
C -0.020 0.844 5.855  0.0531
N -0.629 1.807 6.699  0.0641
N -0.991 2.932 6.042  0.0516
C -0.631 2.835 4.647  0.0827
H -1.040 -1.459 0.365  0.1704
H -0.855 -1.318 2.177  0.1389
H -1.760 1.106 2.820  0.1400
H -0.781 2.419 1.874  0.1391
H 1.381 1.606 2.893  0.1542
H 0.655 -0.069 3.350  0.1431
H 0.387 -0.190 6.070  0.1659
H -1.471 3.768 6.402  0.1852
H -0.790 3.578 3.796  0.1757
C 1.424 -5.285 4.869  -0.1109
O 0.406 -5.950 4.135  -0.1838
C -0.596 -5.054 3.662  -0.1985
C -0.407 -4.744 2.181  -0.1947
O 0.785 -3.990 1.958  -0.2173
C 1.847 -4.795 1.460  -0.1024
H 2.253 -5.981 5.009  0.0940
H 1.796 -4.403 4.342  0.0774
H 1.042 -4.995 5.853  0.0867
H -0.610 -4.133 4.257  0.1167
H -1.560 -5.554 3.796  0.1285
H -1.245 -4.125 1.843  0.1120
H -0.406 -5.663 1.586  0.1315
H 1.660 -5.051 0.413  0.0921
H 1.973 -5.708 2.046  0.0879
H 2.770 -4.215 1.518  0.0896
C -1.385 1.378 -2.470  -0.1004
O -1.656 -0.006 -2.638  -0.1892
C -3.031 -0.319 -2.417  -0.2030
C -3.775 -0.510 -3.734  -0.1902
O -3.871 0.716 -4.456  -0.1905
C -2.931 0.793 -5.520  -0.1073
H -0.385 1.579 -2.860  0.0774
H -2.101 2.002 -3.010  0.0902
H -1.402 1.632 -1.405  0.0721
H -3.513 0.449 -1.802  0.1252
H -3.058 -1.258 -1.861  0.1042
H -4.798 -0.831 -3.516  0.1270
H -3.301 -1.286 -4.343  0.1282
H -3.244 0.138 -6.339  0.0903
H -1.924 0.520 -5.194  0.0814
H -2.911 1.821 -5.883  0.0901
C 1.495 3.441 -4.391  -0.1233
O 2.658 3.830 -5.106  -0.1874
C 3.443 4.781 -4.389  -0.1967
C 4.653 4.121 -3.740  -0.1961
O 4.260 3.226 -2.699  -0.2001
C 4.306 1.867 -3.109  -0.1123
H 1.066 2.569 -4.887  0.0865
H 1.724 3.176 -3.355  0.0760
H 0.760 4.252 -4.411  0.0903
H 2.836 5.307 -3.644  0.1239
H 3.793 5.519 -5.117  0.1259
H 5.269 4.897 -3.276  0.1238
H 5.267 3.606 -4.486  0.1272
H 5.347 1.534 -3.176  0.0889
H 3.808 1.715 -4.070  0.0852
H 3.795 1.266 -2.355  0.0846

**HOMO energy**: -10.78 eV
**Molecular weight**: 466.5 g mol⁻¹
**Largest force on an atom**: 6.85 eV/Å
**Relative energy (zero: lowest compared OMol25 entry of this formula, charge and spin)**: 54.5 kcal per mole
**Net charge**: +1


No. 3
Here is a molecular structure, C18H39MgN7O3S from the OMol25 dataset. Energies are from ωB97M-V/def2-TZVPD.

Last column: Löwdin charge in e.
Atoms and positions in Å:
Mg -0.462 0.787 0.529  0.5914
N 0.166 4.832 0.554  0.2095
C -0.307 3.595 0.634  -0.4800
O 0.262 2.668 0.001  -0.0800
C -1.517 3.333 1.505  -0.2105
C -2.127 1.961 1.206  -0.2386
H 0.974 5.034 -0.011  0.1295
H -0.294 5.587 1.034  0.1280
H -2.190 4.191 1.384  0.1166
H -1.154 3.384 2.538  0.1198
H -2.830 2.072 0.370  0.0320
H -2.747 1.647 2.049  0.0146
N 2.720 -1.903 -4.129  0.2325
C 3.028 -1.774 -2.644  -0.2821
C 2.539 -0.432 -2.137  -0.0984
C 3.034 -0.229 -0.694  -0.3402
N 2.103 0.646 0.034  0.0065
C 3.216 -1.573 0.030  -0.1011
C 2.241 -2.661 -0.401  -0.3575
N 0.862 -2.246 -0.121  0.0648
C 2.390 -2.947 -1.913  -0.0930
H 3.138 -1.141 -4.668  0.1760
H 1.708 -1.875 -4.279  0.1671
H 3.066 -2.787 -4.510  0.1800
H 4.117 -1.827 -2.588  0.1656
H 1.445 -0.422 -2.127  0.1080
H 2.891 0.383 -2.777  0.1312
H 4.020 0.243 -0.741  0.1477
H 2.150 1.602 -0.306  0.0796
H 2.388 0.684 1.008  0.0161
H 3.150 -1.415 1.109  0.1146
H 4.229 -1.940 -0.156  0.1311
H 2.506 -3.581 0.126  0.1447
H 0.790 -1.977 0.858  0.0131
H 0.227 -3.031 -0.227  0.0960
H 1.391 -3.132 -2.324  0.1241
H 2.984 -3.849 -2.074  0.1305
C 1.635 -0.183 5.779  -0.0273
N 0.299 0.163 5.336  -0.1471
C -0.729 0.578 6.297  -0.0816
C -1.957 0.836 5.406  -0.0923
N -1.374 0.753 4.065  0.0379
C -0.124 0.281 4.086  -0.7218
S 0.781 -0.098 2.682  0.7234
H 1.576 -0.970 6.530  0.1010
H 2.126 0.688 6.217  0.1020
H 2.216 -0.538 4.934  0.0555
H -0.401 1.472 6.829  0.1312
H -0.896 -0.212 7.027  0.1308
H -2.391 1.817 5.581  0.1223
H -2.732 0.083 5.540  0.1258
H -1.916 0.702 3.216  0.0841
O -3.325 -1.708 -1.172  0.1763
C -2.508 -0.705 -1.330  -0.4511
O -1.580 -0.522 -0.556  0.0013
C -2.812 0.199 -2.515  -0.2213
N -3.933 -0.370 -3.263  -0.0219
C -3.498 -0.705 -4.638  -0.1605
C -1.980 -0.818 -4.520  -0.1644
C -1.629 0.263 -3.494  -0.1114
H -3.045 1.177 -2.086  0.1637
H -4.750 0.223 -3.252  0.1376
H -3.948 -1.634 -1.950  0.1274
H -3.765 0.087 -5.340  0.1247
H -3.964 -1.628 -4.976  0.1208
H -1.505 -0.658 -5.487  0.1135
H -1.697 -1.810 -4.156  0.1124
H -1.590 1.245 -3.964  0.1277
H -0.688 0.088 -2.972  0.0922

**HOMO energy**: -12.38 eV
**Molecular weight**: 457.9 g mol⁻¹
**Largest force on an atom**: 0.50 eV/Å
**Relative energy (zero: lowest compared OMol25 entry of this formula, charge and spin)**: 0.0 kcal per mole
**Net charge**: +2


No. 4
Here is a molecular structure, C18H39NO2P2ReSi at a distorted geometry from the OMol25 dataset. Energies are from ωB97M-V/def2-TZVPD.

Last column: Löwdin spin population.
Atoms and positions in Å:
Re 0.290 0.226 -0.746  2.1328
P 2.180 -0.266 -1.791  0.1367
P -1.565 0.368 0.606  0.1010
N -0.552 0.550 -2.268  0.2499
H 0.998 -1.361 1.540  0.0074
C 2.752 -1.994 -1.889  0.0129
H 3.762 -2.052 -2.295  0.0004
H 2.074 -2.538 -2.544  0.0013
H 2.725 -2.455 -0.907  0.0011
C 3.752 0.562 -1.278  0.0210
H 4.512 0.401 -2.046  0.0017
H 4.119 0.187 -0.322  0.0008
H 3.570 1.634 -1.186  0.0006
C 2.318 0.187 -3.575  0.0218
H 3.356 0.049 -3.899  0.0026
H 2.033 1.236 -3.710  0.0014
H 1.653 -0.451 -4.167  0.0013
C -2.907 -0.938 0.640  0.0088
H -3.784 -0.574 1.189  0.0007
H -2.548 -1.855 1.113  0.0006
H -3.235 -1.199 -0.371  0.0005
C -1.883 1.964 1.549  0.0229
H -2.890 1.938 1.990  0.0035
H -1.817 2.827 0.876  0.0007
H -1.142 2.105 2.342  0.0002
C -2.787 1.211 -0.686  0.0350
H -3.716 1.446 -0.142  0.0025
H -3.008 0.537 -1.521  0.0030
H -2.346 2.134 -1.077  0.0025
C -1.057 0.570 -3.512  0.0106
C -1.931 -0.604 -5.509  -0.0093
C -1.422 -0.639 -4.206  0.0807
C -1.222 1.807 -4.231  0.0753
C -1.730 1.836 -5.520  -0.0074
C -2.083 0.637 -6.158  0.0948
H -2.213 -1.537 -6.030  -0.0027
H -1.297 -1.588 -3.679  0.0065
H -0.924 2.710 -3.687  0.0049
H -1.851 2.815 -6.034  -0.0025
H -2.491 0.671 -7.193  0.0052
C 2.131 -0.009 1.750  -0.0685
O 1.862 0.819 0.757  0.0382
C 2.725 -1.481 1.700  -0.0088
H 3.329 -1.665 2.685  -0.0017
H 3.416 -1.599 0.787  -0.0047
H 1.971 -2.461 1.723  -0.0031
C 2.749 0.608 3.025  -0.0037
H 2.251 0.205 3.915  -0.0013
H 2.699 1.702 2.917  0.0001
H 3.788 0.250 2.945  -0.0028
C -2.812 -0.562 4.185  0.0008
Si -1.027 -0.461 3.655  0.0020
C -0.241 1.061 4.424  -0.0001
C -0.110 -2.002 4.181  -0.0004
O -0.854 -0.319 2.023  0.0228
H -2.831 -0.750 5.270  0.0001
H -3.346 -1.385 3.693  0.0000
H -3.363 0.371 4.002  0.0000
H 0.330 0.754 5.311  0.0000
H 0.441 1.588 3.746  0.0000
H -1.017 1.761 4.761  0.0000
H -0.626 -2.895 3.802  0.0000
H 0.919 -2.021 3.798  -0.0004
H -0.078 -2.067 5.279  0.0000

**HOMO energy (alpha / beta)**: -6.11 / -6.66 eV
**Molecular weight**: 577.8 g mol⁻¹
**Largest force on an atom**: 5.84 eV/Å
**Spin multiplicity**: 4
**Relative energy (zero: lowest compared OMol25 entry of this formula, charge and spin)**: 31.9 kcal per mole